Record 1
Molecular formula: C19H22N2O4
Method: DFT, wB97M-V/def2-TZVPD

The geometry in XYZ format:
```
47
Properties=species:S:1:pos:R:3:mulliken_charge:R:1
C 2.91 -1.69 -5.64 -0.8220
O 3.08 -2.38 -4.42 -0.4651
C 2.42 -1.94 -3.32 0.9343
C 2.63 -2.66 -2.15 -0.9219
C 2.01 -2.30 -0.97 -0.3964
C 1.16 -1.20 -0.93 -0.7154
C 0.43 -0.74 0.34 2.0959
N 0.77 0.66 0.60 0.0876
C 0.20 1.80 0.14 0.7155
C 0.84 3.04 0.71 -1.5278
O -0.74 1.84 -0.64 -0.6729
C -1.08 -0.94 0.14 -1.0616
C -1.83 -0.99 1.49 -0.9287
N -1.08 -0.30 2.51 0.1488
C -1.18 1.02 2.80 0.8872
O -0.30 1.62 3.41 -0.6834
C -2.43 1.72 2.41 0.1649
C -3.76 1.40 2.53 -0.4543
C -4.47 2.54 2.11 -0.4424
C -3.53 3.46 1.77 -0.6547
O -2.30 2.98 1.97 -0.2405
C 0.16 -0.98 2.84 -1.3055
C 0.85 -1.54 1.59 -1.5134
C 0.95 -0.48 -2.10 -0.8330
C 1.57 -0.84 -3.28 -0.7870
H 3.25 -0.65 -5.56 0.3259
H 1.87 -1.71 -5.96 0.3277
H 3.52 -2.22 -6.37 0.2414
H 3.28 -3.52 -2.18 0.4142
H 2.19 -2.89 -0.09 0.4264
H 1.55 0.79 1.22 0.3436
H 0.39 3.92 0.26 0.3865
H 0.68 3.07 1.79 0.3242
H 1.91 3.04 0.51 0.4067
H -1.25 -1.87 -0.40 0.5278
H -1.46 -0.12 -0.46 0.4394
H -2.82 -0.54 1.38 0.4226
H -1.96 -2.02 1.82 0.3589
H -4.17 0.48 2.90 0.5999
H -5.54 2.65 2.06 0.4552
H -3.61 4.46 1.39 0.4873
H 0.79 -0.25 3.35 0.4948
H -0.06 -1.79 3.54 0.3583
H 0.55 -2.58 1.43 0.4980
H 1.93 -1.51 1.72 0.5936
H 0.30 0.37 -2.10 0.5451
H 1.38 -0.25 -4.17 0.4141
```

As for the total charge: 0. The calculation puts the lowest unoccupied orbital energy at 0.7 eV. The largest force on an atom is 1.00 eV/Å. The calculation puts the energy above the lowest of the compared OMol25 structures with the same formula, charge and spin at 46.7 kcal per mole. The value obtained for the HOMO-LUMO gap is 9.07 eV.

=====

Record 2
Molecular formula: C25H28F6N3O3Pt
Method: DFT, wB97M-V/def2-TZVPD

The geometry in XYZ format:
```
66
Properties=species:S:1:pos:R:3:mulliken_charge:R:1
Pt 0.11 0.08 -0.26 4.1531
C 0.34 2.44 -2.36 -1.2681
N 0.93 1.09 -2.23 0.4499
C 0.58 0.27 -3.43 -0.8146
C -0.38 -0.86 -3.17 -0.9349
C -1.71 -0.43 -2.56 -0.6927
N -1.66 -0.57 -1.11 -0.4919
C -2.50 -1.35 -0.54 0.0863
C -2.58 -1.70 0.83 0.3736
C -3.65 -2.54 1.23 -0.9986
C -3.79 -2.94 2.53 -0.7832
C -2.87 -2.48 3.48 -0.5989
C -1.84 -1.65 3.12 -0.5537
C -1.65 -1.26 1.78 0.7084
O -0.60 -0.51 1.53 -0.7478
C 2.40 1.18 -2.12 -1.4223
C 2.96 2.08 -1.03 -0.9459
C 2.58 1.67 0.39 -0.1402
N 2.13 0.29 0.37 -0.4415
C 2.72 -0.58 1.12 -0.2276
C 2.58 -1.98 1.02 0.7243
C 3.48 -2.80 1.74 -0.9032
C 3.50 -4.16 1.55 -0.7887
C 2.59 -4.73 0.65 -0.5188
C 1.67 -3.96 -0.01 -0.7754
C 1.63 -2.56 0.16 0.2898
O 0.72 -1.89 -0.51 -0.6587
H 0.85 2.98 -3.16 0.3481
H -0.72 2.37 -2.58 0.5308
H 0.45 2.98 -1.43 0.1263
H 0.15 0.93 -4.19 0.3688
H 1.49 -0.16 -3.84 0.5558
H -0.57 -1.35 -4.13 0.4843
H 0.08 -1.60 -2.51 0.2164
H -1.94 0.61 -2.80 0.1914
H -2.51 -1.05 -2.98 0.7541
H -3.25 -1.82 -1.17 0.3646
H -4.36 -2.86 0.48 0.4308
H -4.61 -3.59 2.81 0.4354
H -2.98 -2.78 4.51 0.4560
H -1.13 -1.27 3.85 0.5596
H 2.77 0.17 -1.99 0.5016
H 2.79 1.57 -3.07 0.5710
H 4.05 2.04 -1.16 0.3775
H 2.66 3.12 -1.19 0.3694
H 3.43 1.81 1.07 0.8158
H 1.76 2.27 0.74 -0.4325
H 3.47 -0.23 1.83 0.3381
H 4.19 -2.34 2.42 0.3980
H 4.20 -4.77 2.09 0.4167
H 2.62 -5.80 0.47 0.4317
H 0.96 -4.39 -0.71 0.4875
C -0.98 4.27 0.43 -2.0274
C -1.20 2.81 0.86 1.0340
O -0.15 2.01 0.39 -0.8220
C -2.57 2.35 0.32 0.1565
F -3.56 3.19 0.62 -0.2811
F -2.52 2.25 -1.03 -0.2792
F -2.92 1.14 0.77 -0.1791
C -1.23 2.78 2.41 0.5359
F -2.17 3.60 2.91 -0.2736
F -0.04 3.19 2.88 -0.2726
F -1.46 1.57 2.92 -0.0939
H -1.08 4.35 -0.65 0.4713
H 0.02 4.57 0.73 0.3689
H -1.71 4.92 0.91 0.4862
```

As for the total charge: +1. The calculation puts the lowest unoccupied orbital energy at -4.2 eV. The largest force on an atom is 1.92 eV/Å. The calculation puts the energy above the lowest of the compared OMol25 structures with the same formula, charge and spin at 22.9 kcal per mole. The value obtained for the HOMO-LUMO gap is 6.91 eV.

=====

Record 3
Molecular formula: C15H17AuN2S
Method: DFT, wB97M-V/def2-TZVPD

The geometry in XYZ format:
```
36
Properties=species:S:1:pos:R:3:mulliken_charge:R:1
Au -0.98 0.54 0.16 -0.4307
C -4.75 4.21 1.81 -1.1086
C -4.53 2.94 2.58 0.7376
C -5.28 2.63 3.71 -0.5231
C -4.97 1.42 4.32 -0.1460
N -4.04 0.59 3.88 -0.5529
C -3.35 0.97 2.75 0.1270
S -2.14 -0.11 2.17 -0.5491
N -3.60 2.14 2.11 -0.3479
H -5.51 4.84 2.28 0.3147
H -5.06 3.98 0.79 0.2649
H -3.81 4.76 1.74 0.2669
H -6.05 3.28 4.09 0.2829
H -5.50 1.09 5.21 0.3545
C 1.73 2.04 -2.98 -1.9053
C 1.48 1.20 -1.70 1.9350
C 2.37 -0.06 -1.85 -2.1279
C 0.00 0.86 -1.56 -1.0043
C 1.94 2.04 -0.51 -0.1773
C 2.96 1.67 0.36 -0.0219
C 3.34 2.47 1.43 -0.7071
C 2.69 3.68 1.67 -0.2835
C 1.66 4.06 0.81 -0.7185
C 1.30 3.25 -0.25 -0.1914
H 1.40 1.45 -3.84 0.5135
H 2.80 2.30 -3.12 0.3259
H 1.14 2.96 -2.96 0.4564
H 2.00 -0.62 -2.72 0.6746
H 2.25 -0.70 -0.98 0.2320
H 3.44 0.16 -2.01 0.2599
H -0.29 0.21 -2.40 0.2862
H 3.48 0.73 0.21 0.3453
H 4.13 2.14 2.10 0.3219
H 2.97 4.29 2.52 0.3396
H 1.12 4.98 1.00 0.3242
H 0.46 3.52 -0.88 0.4327
```

As for the total charge: -2. The calculation puts the lowest unoccupied orbital energy at 5.1 eV. The largest force on an atom is 0.28 eV/Å. The value obtained for the HOMO-LUMO gap is 3.05 eV.

=====

Record 4
Molecular formula: C52H41BrFGdN3S2Sb
Method: DFT, wB97M-V/def2-TZVPD

The geometry in XYZ format:
```
102
Properties=species:S:1:pos:R:3:mulliken_charge:R:1
Gd -1.00 0.65 -0.09 0.2284
S -2.14 -6.82 -0.37 -0.1627
C -1.19 -7.49 -1.67 -0.3523
C -0.40 -6.57 -2.29 -0.6343
C -0.58 -5.29 -1.71 -0.0118
C -1.49 -5.22 -0.68 -0.0495
C -1.89 -4.05 0.06 0.7533
C -1.62 -2.76 -0.37 -0.6465
N -1.95 -1.62 0.28 0.3108
C -2.64 -1.72 1.45 0.1605
C -3.02 -2.98 2.00 0.5799
C -3.68 -3.05 3.28 -1.2713
C -3.94 -1.91 3.95 -1.0027
C -3.51 -0.67 3.45 1.1267
C -3.76 0.53 4.20 -1.1172
C -3.42 1.78 3.65 1.0943
C -2.81 1.81 2.39 -0.9258
N -2.54 0.69 1.71 0.7220
C -2.92 -0.56 2.20 -0.2276
C -3.48 3.05 4.38 0.1862
C -4.28 3.24 5.51 -0.5474
C -4.21 4.55 6.00 -0.6322
C -3.37 5.34 5.26 -0.4252
S -2.56 4.48 4.01 0.0311
C -2.66 -4.13 1.29 -0.5418
H -1.24 -8.53 -1.96 0.4352
H 0.22 -6.80 -3.16 0.3787
H 0.00 -4.40 -2.08 0.0943
H -1.07 -2.63 -1.29 0.4455
H -3.99 -4.03 3.69 0.4004
H -4.52 -1.85 4.87 0.4651
H -4.36 0.49 5.13 0.2880
H -2.54 2.76 1.94 0.4773
H -4.89 2.47 5.98 0.3325
H -4.77 4.85 6.87 0.4254
H -3.25 6.43 5.36 0.4071
H -2.99 -5.10 1.71 0.3728
C 5.77 -0.45 -2.16 -1.3221
C 5.79 -1.47 -1.06 0.8354
C 6.96 -2.30 -0.92 -0.6669
C 7.14 -3.08 0.20 -0.5422
C 6.24 -2.98 1.29 -0.6270
C 5.05 -2.26 1.11 -0.7786
C 4.76 -1.61 -0.15 0.4516
Sb 2.64 -1.37 -0.73 1.1089
C 2.03 -0.04 0.97 0.3794
C 0.97 -0.51 1.71 -1.2433
C 0.62 0.02 2.98 -0.5653
C 1.34 1.11 3.44 -0.8515
C 2.39 1.65 2.69 -0.8438
C 2.76 1.08 1.45 0.9523
C 3.96 1.74 0.78 -1.6181
C 2.26 0.00 -2.43 -0.1004
C 1.74 1.29 -2.27 -0.0248
C 1.25 2.11 -3.31 -0.8851
C 1.20 1.60 -4.58 -0.6119
C 1.67 0.28 -4.82 -0.9372
C 2.17 -0.53 -3.75 1.0601
C 2.52 -1.98 -4.06 -1.5719
H 6.77 -0.02 -2.30 0.4957
H 5.07 0.39 -1.98 0.1127
H 5.50 -0.85 -3.13 0.2805
H 7.73 -2.30 -1.69 0.4432
H 7.97 -3.80 0.27 0.3882
H 6.42 -3.48 2.26 0.3897
H 4.32 -2.23 1.91 0.4145
H 0.47 -1.39 1.28 0.9495
H -0.20 -0.44 3.57 0.4359
H 1.03 1.55 4.39 0.4770
H 2.98 2.47 3.05 0.5542
H 4.03 2.74 1.19 0.5308
H 3.91 1.74 -0.29 0.1443
H 4.90 1.27 1.08 0.3607
H 1.86 1.73 -1.29 0.4003
H 1.00 3.17 -3.09 0.4940
H 0.78 2.19 -5.43 0.4028
H 1.61 -0.12 -5.82 0.4859
H 2.81 -2.13 -5.10 0.4699
H 1.70 -2.67 -3.85 0.1632
H 3.35 -2.29 -3.46 0.3347
Br -5.10 -0.37 -5.61 -0.0700
C -4.08 0.28 -4.13 -0.0916
C -4.76 0.59 -2.93 -0.7476
C -4.03 0.74 -1.78 -0.4312
N -2.68 0.67 -1.79 0.3813
C -2.00 0.58 -2.97 0.1584
C -2.66 0.30 -4.14 -0.4742
H -5.83 0.65 -2.92 0.5027
H -4.49 0.98 -0.81 0.5426
H -0.89 0.68 -2.97 -0.0208
H -2.16 0.22 -5.12 0.5526
F -0.93 7.19 -0.61 -0.3225
C -0.78 5.82 -0.73 0.1632
C 0.13 5.21 0.11 -0.8736
C 0.11 3.82 0.18 0.0965
C -0.73 3.09 -0.59 1.2989
C -1.56 3.71 -1.52 -0.8467
C -1.55 5.11 -1.64 -0.8310
H 0.82 5.79 0.69 0.5337
H 0.75 3.38 0.97 0.1870
H -2.20 3.17 -2.20 0.3582
H -2.15 5.64 -2.40 0.4417
```

As for the total charge: +2. Its multiplicity is 8. The expectation value of S² is 16.114. The calculation puts the lowest unoccupied orbital energy (alpha / beta) at -6.2 / -6.0 eV. The largest force on an atom is 3.07 eV/Å. The calculation puts the energy above the lowest of the compared OMol25 structures with the same formula, charge and spin at 0.0 kcal per mole. The value obtained for the HOMO-LUMO gap (alpha / beta) is 6.34 / 6.53 eV.

=====

Record 5
Molecular formula: C29H59BrN8O10S
Method: DFT, wB97M-V/def2-TZVPD

The geometry in XYZ format:
```
108
Properties=species:S:1:pos:R:3:mulliken_charge:R:1
C -2.87 5.54 0.21 -1.3782
C -1.88 4.48 0.67 0.1360
Br -1.23 4.85 2.46 -0.1470
C -2.57 3.13 0.60 -0.7454
O -1.79 2.14 1.30 -0.1562
S -2.46 0.68 1.29 0.5639
O -1.87 0.01 2.41 -0.4621
O -1.84 -0.05 -0.13 -0.5867
C -0.61 0.51 -0.48 0.4333
C 0.52 0.40 0.32 -0.1127
C 1.72 1.00 -0.04 -0.2194
N 1.85 1.70 -1.17 -0.6294
C 0.77 1.77 -1.94 -0.5895
C -0.47 1.21 -1.67 -0.3470
H -2.44 6.52 0.37 0.4025
H -3.79 5.45 0.78 0.3664
H -3.08 5.40 -0.85 0.3786
H -1.02 4.47 0.00 0.3301
H -3.55 3.20 1.06 0.5409
H -2.67 2.83 -0.45 0.3553
H 0.46 -0.15 1.24 0.4396
H 2.55 0.90 0.63 0.4040
H 0.87 2.32 -2.87 0.4445
H -1.30 1.31 -2.36 0.5089
C -3.09 -0.79 5.19 -1.2174
C -3.82 -0.62 6.49 0.5554
O -5.03 -0.47 6.53 -0.6546
N -3.09 -0.63 7.64 -0.1673
C -1.65 -0.78 7.78 -0.8116
H -3.81 -0.75 4.38 0.2747
H -2.37 0.02 5.05 0.4070
H -2.57 -1.75 5.14 0.5573
H -3.64 -0.50 8.47 0.2401
H -1.44 -1.66 8.40 0.2847
H -1.23 0.09 8.28 0.2643
H -1.18 -0.91 6.82 0.3121
C -1.11 -2.94 -5.15 -1.1169
C -0.20 -1.87 -4.58 0.7081
O 0.41 -1.09 -5.29 -0.6997
N -0.09 -1.80 -3.23 -0.0261
C -0.74 -2.62 -2.22 -0.7063
H -1.10 -2.87 -6.22 0.3019
H -0.76 -3.92 -4.85 0.3716
H -2.14 -2.78 -4.79 0.3734
H 0.53 -1.07 -2.91 0.1251
H -1.34 -2.00 -1.56 0.0864
H 0.02 -3.13 -1.62 0.2609
H -1.38 -3.37 -2.68 0.4131
C 6.31 0.23 -0.05 -1.3628
C 5.68 1.06 1.04 0.8504
O 4.89 0.58 1.85 -0.6818
N 6.00 2.37 1.09 -0.1002
C 6.90 3.12 0.23 -0.7712
H 5.95 -0.79 0.04 0.2999
H 6.04 0.62 -1.03 0.3588
H 7.40 0.23 0.05 0.4222
H 5.54 2.87 1.84 0.1363
H 7.70 3.56 0.84 0.2274
H 6.36 3.94 -0.24 0.2619
H 7.34 2.49 -0.53 0.3552
C 2.00 -5.76 -6.80 -1.3952
C 0.52 -6.00 -6.93 0.7623
O -0.30 -5.17 -6.55 -0.5531
N 0.11 -7.17 -7.48 -0.1180
C 0.93 -8.25 -7.98 -0.9169
H 2.16 -4.78 -6.34 0.2639
H 2.46 -6.52 -6.17 0.3788
H 2.48 -5.76 -7.78 0.3800
H -0.89 -7.26 -7.53 0.1915
H 0.71 -8.42 -9.04 0.2984
H 0.70 -9.17 -7.43 0.2993
H 1.99 -8.03 -7.87 0.3435
C -5.01 2.30 5.41 -1.0918
C -4.95 3.72 4.89 0.5394
O -5.25 4.01 3.74 -0.6770
N -4.55 4.69 5.76 -0.1419
C -4.16 4.54 7.14 -0.8017
H -5.34 1.66 4.60 0.4025
H -4.02 1.97 5.73 0.2330
H -5.71 2.21 6.24 0.4283
H -4.53 5.61 5.35 0.2414
H -4.81 5.15 7.78 0.2886
H -3.13 4.89 7.28 0.2698
H -4.22 3.51 7.46 0.2912
C 8.92 6.85 3.54 -1.3372
C 7.73 6.27 2.81 0.8375
O 7.70 6.21 1.59 -0.6255
N 6.69 5.81 3.55 -0.1271
C 6.55 5.80 4.99 -0.8516
H 9.65 7.17 2.82 0.3122
H 8.61 7.72 4.14 0.3629
H 9.37 6.11 4.20 0.3504
H 5.94 5.44 3.00 0.1944
H 6.42 4.77 5.34 0.2827
H 5.68 6.38 5.29 0.2993
H 7.43 6.22 5.47 0.3154
C -5.63 -7.73 -5.72 -1.3264
C -4.16 -7.43 -5.64 0.8744
O -3.34 -8.27 -5.29 -0.6550
N -3.75 -6.17 -5.98 -0.0432
C -4.56 -5.05 -6.42 -0.8759
H -5.79 -8.76 -5.42 0.2961
H -6.20 -7.08 -5.04 0.3626
H -6.00 -7.60 -6.74 0.3475
H -2.75 -6.04 -5.91 0.1190
H -4.24 -4.73 -7.41 0.2833
H -4.44 -4.22 -5.73 0.2378
H -5.61 -5.32 -6.46 0.3870
```

As for the total charge: 0. The calculation puts the lowest unoccupied orbital energy at 0.3 eV. The largest force on an atom is 1.54 eV/Å. The value obtained for the HOMO-LUMO gap is 9.31 eV.

=====

Record 6
Molecular formula: C14H23N5O2ReS2
Method: DFT, wB97M-V/def2-TZVPD

The geometry in XYZ format:
```
47
Properties=species:S:1:pos:R:3:mulliken_charge:R:1
Re 0.29 0.08 -0.10 0.5700
N 0.01 -4.29 0.08 -0.3778
C -0.07 -2.98 0.20 0.8462
S 1.34 -2.03 -0.32 -0.4639
N -1.11 -2.42 0.74 -1.2175
N -1.19 -1.08 0.73 0.9535
C -2.26 -0.61 1.35 -0.0738
C -2.70 0.73 1.43 0.8217
C -3.92 0.97 2.11 -1.0299
C -4.49 2.21 2.13 -0.7457
C -3.86 3.27 1.45 -0.4812
C -2.67 3.08 0.79 -0.5527
C -2.04 1.82 0.78 0.5704
O -0.88 1.69 0.19 -0.4592
H 0.83 -4.73 -0.30 0.1994
H -0.77 -4.87 0.35 0.2545
H -2.88 -1.36 1.82 0.4549
H -4.41 0.14 2.61 0.4305
H -5.42 2.39 2.66 0.4371
H -4.33 4.25 1.43 0.4271
H -2.17 3.89 0.28 0.4975
N 1.29 0.50 1.86 -0.5441
C 2.65 1.05 1.60 -0.6822
C 2.55 2.04 0.45 -0.6402
N 2.05 1.30 -0.75 -0.6062
H 0.74 1.17 2.39 0.3294
H 1.36 -0.33 2.44 0.3483
H 3.30 0.22 1.32 0.3530
H 3.06 1.53 2.49 0.4475
H 3.52 2.50 0.27 0.4553
H 1.82 2.82 0.70 0.3571
H 2.81 0.72 -1.09 0.3153
H 1.85 1.97 -1.49 0.2713
O -1.57 -1.41 -2.18 -0.6579
S -0.64 -0.29 -2.30 1.0693
C -1.42 1.04 -3.27 -0.7596
C -0.49 1.30 -4.45 -0.5949
C 0.11 -0.05 -4.83 -0.6619
C 0.64 -0.65 -3.54 -0.6920
H -1.60 1.91 -2.64 0.2857
H -2.37 0.60 -3.58 0.4671
H 0.30 2.00 -4.17 0.2522
H -1.04 1.75 -5.28 0.3840
H 0.91 0.05 -5.57 0.3822
H -0.65 -0.70 -5.26 0.3171
H 1.56 -0.15 -3.20 0.2863
H 0.80 -1.72 -3.56 0.4567
```

As for the total charge: +2. Its multiplicity is 4. The expectation value of S² is 3.781. The calculation puts the lowest unoccupied orbital energy (alpha / beta) at -6.2 / -8.5 eV. The largest force on an atom is 1.26 eV/Å. The calculation puts the energy above the lowest of the compared OMol25 structures with the same formula, charge and spin at 23.4 kcal per mole. The value obtained for the HOMO-LUMO gap (alpha / beta) is 7.71 / 5.73 eV.

=====

Record 7
Molecular formula: C3H5FN2O2
Method: DFT, wB97M-V/def2-TZVPD

The geometry in XYZ format:
```
13
Properties=species:S:1:pos:R:3:mulliken_charge:R:1
O 0.18 1.93 -1.76 -0.6413
N 0.32 2.12 -0.58 1.1864
O 1.50 2.72 -0.17 -0.4289
N -0.52 1.81 0.27 -0.3626
F -0.12 2.12 1.54 -0.1405
H 2.05 2.90 -0.95 0.3793
C 1.04 -1.42 0.73 -0.1394
C -0.04 -1.78 0.37 0.0772
C -1.34 -2.24 -0.04 -1.1715
H 1.99 -1.08 1.03 0.3839
H -1.64 -3.10 0.56 0.2909
H -2.08 -1.45 0.09 0.2814
H -1.32 -2.53 -1.09 0.2852
```

As for the total charge: 0. The calculation puts the lowest unoccupied orbital energy at 0.6 eV. The largest force on an atom is 2.35 eV/Å. The calculation puts the energy above the lowest of the compared OMol25 structures with the same formula, charge and spin at 177.7 kcal per mole. The value obtained for the HOMO-LUMO gap is 10.55 eV.

=====

Record 8
Molecular formula: C3H4N2O
Method: DFT, wB97M-V/def2-TZVPD

The geometry in XYZ format:
```
10
Properties=species:S:1:pos:R:3:mulliken_charge:R:1
O -2.06 0.06 0.01 -0.5238
C -0.71 -0.02 -0.04 0.8468
C 0.11 1.11 0.01 -0.5370
N 1.40 0.78 0.00 -0.7318
N 1.40 -0.56 -0.01 0.2285
C 0.15 -1.10 -0.02 -0.6812
H -2.45 -0.83 0.07 0.3102
H -0.20 2.14 0.03 0.4495
H 2.28 -1.08 0.14 0.2345
H -0.02 -2.16 0.03 0.4042
```

As for the total charge: 0. The calculation puts the lowest unoccupied orbital energy at 0.8 eV. The largest force on an atom is 1.03 eV/Å. The calculation puts the energy above the lowest of the compared OMol25 structures with the same formula, charge and spin at 31.0 kcal per mole. The value obtained for the HOMO-LUMO gap is 9.45 eV.

=====

Q: Which of these has the lowest largest force on an atom?
A: C15H17AuN2S